Below is a structure of composition C15H36BrF9N3O14S3V, with properties calculated with ωB97M-V/def2-TZVPD.

Positions of all 82 atoms, in Å:
O1 -0.4442 11.9876 19.2690
V1 0.9094 12.1880 19.9410
O2 2.0291 12.8745 19.0118
C1 7.6716 16.7350 19.2424
C2 9.0817 16.2947 18.7450
C3 10.2053 16.5328 19.7842
O3 11.4237 16.2030 19.1593
C4 12.5843 16.1589 19.9814
N1 9.0380 14.7925 18.2788
H1 9.8722 14.4808 17.8023
H2 8.9051 14.1416 19.0395
H3 8.3132 14.5858 17.6065
H4 7.0898 16.4611 18.3624
H5 7.6477 17.8239 19.2006
H6 7.3584 16.3872 20.2268
H7 9.4745 16.7994 17.8624
H8 9.9929 15.9811 20.7000
H9 10.1739 17.5890 20.0518
H10 13.4513 15.8156 19.4171
H11 12.6032 15.5116 20.8582
H12 12.8413 17.1605 20.3264
C5 -6.1188 9.9218 25.9504
C6 -4.6510 10.4173 25.7489
C7 -4.0822 9.9341 24.3420
O4 -2.7179 10.0152 24.2309
C8 -2.1326 8.8449 24.7833
N2 -4.4815 11.9524 25.9264
H13 -5.0473 12.4109 25.2264
H14 -4.8063 12.1704 26.8575
H15 -3.5578 12.2711 25.6707
H16 -6.5210 10.2367 26.9133
H17 -6.2631 8.8580 25.7617
H18 -6.8500 10.4366 25.3271
H19 -3.9426 9.8434 26.3464
H20 -4.4868 10.5137 23.5123
H21 -4.4394 8.9197 24.1648
H22 -1.1792 8.7425 24.2649
H23 -2.5907 7.9154 24.4454
H24 -1.9607 8.7643 25.8567
C9 -6.2120 12.0621 14.8748
C10 -5.8772 13.5671 14.6393
C11 -5.2784 13.8098 13.2805
O5 -6.1313 13.6837 12.1621
C12 -5.6342 14.0167 10.8823
N3 -7.1351 14.4226 14.7805
H25 -6.8709 15.3196 14.3989
H26 -7.8123 14.0376 14.1376
H27 -7.6023 14.4005 15.6757
H28 -5.2535 11.5571 14.9948
H29 -6.7238 11.4454 14.1360
H30 -6.6137 11.9359 15.8802
H31 -5.1584 13.8597 15.4047
H32 -4.4541 13.1069 13.1597
H33 -4.8747 14.8220 13.3006
H34 -6.4769 14.2336 10.2258
H35 -5.1741 13.1706 10.3719
H36 -4.9790 14.8680 10.6973
C13 6.3473 8.9698 24.8195
F1 5.6318 9.0798 25.9836
F2 7.7308 8.9010 25.1131
F3 5.9643 7.8842 24.1262
S1 6.1406 10.5430 23.6478
O6 6.7312 11.6680 24.4380
O7 6.9850 10.2493 22.4883
O8 4.6457 10.6240 23.4426
C14 2.0459 14.5992 12.5120
F4 1.4670 15.4515 11.5516
F5 1.6711 14.9932 13.7796
F6 1.6932 13.2370 12.3038
S2 3.9466 14.6516 12.4291
O9 4.3764 13.5280 13.3587
O10 4.4171 14.4374 11.0698
O11 4.3499 15.9708 12.9061
C15 2.0854 4.6077 17.9358
F7 3.1831 4.1790 18.6314
F8 1.9977 3.9665 16.7064
F9 0.9359 4.3920 18.5992
S3 2.3482 6.4512 17.6213
O12 3.7884 6.6962 17.4659
O13 1.5983 6.7029 16.3985
O14 1.9644 7.1138 18.8791
Br1 -0.3814 15.8529 22.6584

For the HOMO energy, the calculation gives -6.47 eV. The value obtained for the total energy is -201951.4218 eV. Its net charge is 0. The molar mass is 880.49 g/mol. For the gap between HOMO and LUMO, the calculation gives 2.77 eV. The energy above the lowest of the compared OMol25 structures with the same formula, charge and spin comes out at 14.494 eV.